{"formula": "C2H3N4S", "method": "the ωB97M-V functional and the def2-TZVPD basis", "gap_ev": [6.79, 6.79], "spin_multiplicity": 1, "total_charge": -1, "relative_energy_kcal_mol": 94.90, "homo_ev": [-3.21, -3.21], "symbols": ["C", "C", "N", "N", "N", "N", "S", "H", "H", "H"], "xyz": [[3.5806, -1.6706, 0.2808], [-0.0160, -0.0277, 0.1169], [2.5795, -2.2073, -0.1207], [3.3619, -0.2052, 0.6707], [2.2534, 0.1896, 0.4787], [1.3472, -0.3402, -0.1509], [5.2115, -2.0846, 0.4400], [-0.3490, 0.3831, -0.8234], [-0.3519, -1.0138, 0.2991], [-0.1185, 0.5578, 0.9194]], "nbo_charge": [0.022, -0.433, -0.340, -0.213, 0.072, -0.225, -0.470, 0.187, 0.214, 0.185]}



{"formula": "C2H3N4S", "method": "the ωB97M-V functional and the def2-TZVPD basis", "gap_ev": [7.07, 7.07], "spin_multiplicity": 1, "total_charge": 1, "relative_energy_kcal_mol": 93.56, "homo_ev": [-14.03, -14.03], "symbols": ["C", "C", "N", "N", "N", "N", "S", "H", "H", "H"], "xyz": [[-0.8055, -0.4020, -0.1376], [-0.5597, 0.0964, 1.1731], [-1.4594, 0.0952, -1.0963], [-1.9932, 0.0591, -2.0941], [1.8175, 0.2649, -0.1459], [1.3078, -0.4365, -0.9927], [1.3667, 0.8361, 1.1900], [-0.9642, 0.9700, 1.7379], [-0.5303, -0.5944, 2.0135], [1.8203, -0.8886, -1.6479]], "nbo_charge": [0.145, -0.610, -0.037, 0.213, -0.213, -0.226, 0.752, 0.294, 0.269, 0.413]}



{"formula": "C2H3N5O", "method": "the ωB97M-V functional and the def2-TZVPD basis", "gap_ev": 9.11, "spin_multiplicity": 1, "total_charge": 0, "relative_energy_kcal_mol": 131.77, "homo_ev": -9.71, "symbols": ["H", "N", "C", "C", "N", "N", "N", "N", "O", "H", "H"], "xyz": [[-2.2328, 1.0068, 0.1052], [-1.2956, 1.5224, 0.0462], [-0.3208, 0.6899, 0.0183], [1.0122, 1.1585, -0.1277], [2.0566, 0.4041, -0.0533], [1.9079, -1.0187, 0.0772], [0.7813, -1.5113, -0.0329], [-0.3191, -0.7264, -0.2319], [-1.5455, -1.3903, -0.0877], [1.2507, 2.2569, -0.1210], [-1.2951, -2.3918, 0.4077]], "nbo_charge": [0.361, -0.623, 0.287, 0.046, -0.251, -0.036, -0.006, 0.011, -0.526, 0.235, 0.502]}



{"formula": "C2H3N5O", "method": "the ωB97M-V functional and the def2-TZVPD basis", "gap_ev": 9.83, "spin_multiplicity": 1, "total_charge": 0, "relative_energy_kcal_mol": 90.47, "homo_ev": -9.32, "symbols": ["H", "N", "C", "N", "C", "N", "N", "N", "O", "H", "H"], "xyz": [[2.8783, -1.3737, 0.0602], [1.9709, -1.0425, -0.0588], [1.8104, 0.2123, 0.1467], [0.6031, 0.7639, -0.1062], [-0.5321, 0.1791, -0.1478], [-1.6956, 0.8237, -0.0367], [-2.6658, -0.0337, 0.0311], [-2.3364, -1.1949, 0.1209], [-0.8287, -1.1544, -0.1682], [2.5779, 1.0580, 0.2126], [-1.7820, 1.7623, -0.0538]], "nbo_charge": [0.338, -0.658, 0.259, -0.621, 0.684, -0.389, 0.015, 0.129, -0.344, 0.163, 0.424]}